(1)
Here is a structure of composition C23H39AlBr4CaCl6F19LiNO2P at a distorted geometry from OMol25. Energies are from wB97M-V/def2-TZVPD.

Structure (XYZ):
```
98
Properties=species:S:1:pos:R:3:forces:R:3
C -0.308607 -1.232708 6.761775 -0.2 0.1 0.0
C -1.677446 -0.944656 5.935903 0.9 -0.1 -0.4
C -1.370971 0.039911 4.715623 1.6 -0.8 -0.5
C -1.530106 1.621839 4.894720 0.9 -1.6 1.7
N -1.411752 2.078199 3.447581 -1.0 1.8 0.3
C -1.383606 0.920842 2.453173 -2.3 -0.7 -2.5
C -0.104523 0.812618 1.514388 -0.1 0.2 0.3
C 0.784434 -0.485570 1.694857 0.9 0.3 -0.3
C 2.167527 -0.290864 2.441175 -0.5 -2.9 -0.5
F 2.933291 -1.417778 2.067340 -1.2 2.3 0.7
F 2.041087 -0.410849 3.861535 0.4 1.1 -2.6
C 3.042773 0.980350 2.014146 2.4 -1.1 0.3
F 4.399397 0.547759 2.038523 -2.7 1.4 -0.1
F 2.841632 1.388784 0.643480 -0.3 -0.6 2.4
C 2.972486 2.220313 3.016087 -0.1 2.1 -0.9
F 3.166840 3.393684 2.221648 -0.5 -2.2 1.6
F 1.733566 2.396027 3.658726 1.9 -0.7 -1.3
C 4.112340 2.258601 4.135500 1.2 1.3 2.2
F 4.292625 1.072842 4.827181 -0.3 2.5 -2.0
F 5.311137 2.769488 3.607307 -2.8 -1.8 1.1
F 3.692824 3.212736 5.099790 0.8 -2.0 -2.1
C -1.961518 -0.334683 3.238665 -0.8 0.0 2.5
C -3.574640 -0.490599 3.379651 -0.1 0.8 -1.1
C -4.378154 0.886444 3.265914 -0.9 -0.7 -0.4
H -0.521376 -1.503033 7.854891 0.3 0.5 -1.6
H 0.270798 -2.106166 6.302921 -0.9 1.3 0.5
H 0.375588 -0.317778 6.715009 -0.9 -1.2 0.3
H -1.955192 -1.956793 5.475452 -0.1 1.6 0.8
H -2.493040 -0.506193 6.592136 0.9 -0.8 -0.7
H -0.245261 -0.079251 4.577418 -1.2 0.2 0.0
H -2.459065 1.934528 5.468133 0.8 -0.2 -1.5
H -0.681072 2.040295 5.520525 -0.8 -0.5 -1.1
H -0.702193 2.816023 3.253170 0.1 -1.0 0.5
H -2.281179 2.622394 3.262727 0.5 -0.7 0.0
H -2.191451 1.281266 1.713751 1.1 -0.7 1.0
H -0.486945 0.810396 0.436754 0.3 -0.2 1.9
H 0.467473 1.810855 1.605305 -0.6 -1.5 -0.1
H 0.265446 -1.369300 2.196474 0.7 1.3 -0.6
H 1.051608 -0.862027 0.640614 -0.2 0.4 1.7
H -1.687018 -1.393798 2.895503 0.5 1.8 0.3
H -3.887008 -0.989354 4.349139 0.9 0.5 -1.1
H -3.909224 -1.199107 2.538299 0.3 1.2 1.2
H -4.133177 1.659217 4.061300 -0.2 -1.0 -0.9
H -4.271577 1.339680 2.221847 -0.1 -0.5 1.4
H -5.494510 0.636970 3.383232 1.6 0.5 -0.2
F 1.380773 -4.918755 1.676570 0.3 -1.3 -0.5
P 0.149246 -4.144635 0.975670 0.8 -2.6 -0.3
F -0.091266 -5.497211 0.137649 0.9 -0.7 -1.7
F 1.200683 -3.726490 -0.176885 1.9 -0.1 -0.6
F 0.143472 -3.550806 2.483247 -0.7 2.3 1.3
F -1.414173 -4.470035 1.216642 -1.7 1.0 1.6
F -0.346463 -2.664738 0.515239 -2.2 1.8 -0.1
C 4.442859 -3.762647 4.409431 -0.1 -0.2 -0.7
Cl 3.511745 -4.306621 3.012870 0.4 0.2 0.7
Cl 3.550914 -4.064493 5.911212 0.0 0.1 0.1
Cl 6.023061 -4.559058 4.457290 0.0 0.1 0.1
H 4.604149 -2.690509 4.318521 0.0 -0.2 0.1
C -0.742226 1.489549 -3.238934 -0.8 0.2 -1.0
Cl -1.386512 3.124729 -3.408268 0.3 -0.3 0.1
Cl 0.262579 1.361414 -1.775556 0.1 -0.2 0.3
Cl -2.046224 0.303038 -3.187628 0.5 0.2 0.2
H -0.117209 1.276106 -4.104079 0.0 0.0 0.2
F 3.519060 -8.565398 3.808988 0.8 0.0 -1.5
Al 4.293066 -8.597024 2.215939 -0.1 0.1 -0.1
F 3.337262 -9.601377 1.114202 0.9 0.9 1.0
F 5.924074 -9.273011 2.365397 -1.5 0.6 -0.1
F 4.395706 -6.943866 1.573116 0.0 -1.6 0.6
Li 2.458122 2.012442 -1.787014 0.5 0.0 -0.1
C -6.281430 -1.992418 -5.375046 0.5 -0.4 0.5
C -5.841443 -2.456501 -3.993612 0.3 -0.7 0.0
C -4.333182 -2.632199 -3.927352 0.2 0.1 0.1
O -6.478360 -3.689433 -3.684502 -0.2 0.4 -0.1
H -6.012156 -2.729986 -6.140272 0.0 0.0 -0.1
H -7.362075 -1.882815 -5.411277 2.8 -3.0 3.4
H -5.820794 -1.030652 -5.638335 -0.1 0.1 -0.1
H -6.160627 -1.729564 -3.242481 -0.1 -0.2 0.0
H -3.996208 -3.389771 -4.641396 0.0 0.1 0.0
H -4.030466 -2.976230 -2.935860 -0.1 0.1 -0.1
H -3.816287 -1.692936 -4.145405 0.0 -0.1 -0.1
H -6.203740 -4.342445 -4.342389 0.0 0.0 0.2
Ca -8.158741 -0.954876 -6.429675 -3.3 3.4 -3.8
C 4.417583 2.704517 -5.870871 0.6 0.3 0.1
Br 6.274370 2.464674 -5.371926 -0.5 0.0 -0.1
Br 3.442114 1.020893 -5.865991 0.2 1.2 2.0
Br 3.539248 4.044350 -4.777041 -0.1 -0.1 0.0
H 4.407343 3.075976 -6.896619 -0.2 0.0 0.2
C 1.671102 7.122738 -6.792220 -0.4 0.5 0.6
C 2.006968 6.725591 -8.242909 -0.8 -0.3 0.5
C 0.696149 6.442221 -9.004636 -0.8 0.2 -0.3
O 2.716121 5.597371 -8.207902 0.9 -0.4 -0.1
H 1.125749 6.335437 -6.260324 0.1 -0.1 -0.3
H 2.576936 7.349058 -6.221150 0.0 -0.1 -0.2
H 1.042653 8.021091 -6.777507 0.0 0.0 -0.1
H 2.440110 7.626200 -8.710730 0.5 -0.2 -0.2
H 0.117454 5.631929 -8.549239 0.3 0.0 0.1
H 0.891996 6.172324 -10.046167 0.2 0.0 0.2
H 0.059552 7.334767 -9.012056 0.1 0.0 0.0
Br 3.233853 -0.052714 -8.033919 -0.3 -1.1 -2.1
```
Forces are in eV/Å.

=====

(2)
80
Properties=species:S:1:pos:R:3:forces:R:3 method="wB97M-V/def2-TZVPD" total_charge=+1
Tl -0.051171 -0.406285 0.094165 -0.4 0.2 -0.1
C 3.567812 2.219493 -1.390135 0.1 0.0 0.0
C 3.375426 2.002585 0.076972 0.0 0.0 0.0
C 3.611854 3.045551 0.976712 0.0 0.0 0.0
C 3.438927 2.838701 2.329846 0.0 0.0 0.0
C 3.051358 1.579652 2.765034 0.0 0.0 0.0
C 2.840003 0.601326 1.804643 0.0 0.1 0.0
N 2.982170 0.798112 0.492382 0.0 0.0 0.1
C 2.472322 -0.773326 2.221923 0.0 0.0 0.1
C 3.126581 -1.370280 3.292060 0.0 0.0 0.0
C 2.796212 -2.664133 3.650965 0.0 0.0 0.0
C 1.820847 -3.332529 2.931778 0.0 0.1 0.0
C 1.184841 -2.667991 1.892154 0.0 -0.1 0.1
N 1.512688 -1.422127 1.551872 0.2 0.2 0.0
C 0.168365 -3.349985 1.058524 -0.2 -0.1 -0.1
C -0.515401 -4.464755 1.499196 0.1 0.1 -0.1
C -1.341673 -5.124784 0.598722 0.0 0.0 0.0
C -1.383445 -4.695848 -0.709269 0.0 0.0 0.0
C -0.678520 -3.552707 -1.087928 0.0 -0.1 0.1
C -0.603831 -3.168012 -2.528460 0.0 0.1 0.0
N 0.016147 -2.853910 -0.182436 0.0 0.0 -0.1
H 4.428558 2.862583 -1.571168 0.0 0.0 0.0
H 3.712179 1.272280 -1.902645 0.0 0.0 0.0
H 2.689793 2.704975 -1.820662 0.0 0.0 0.0
H 3.935118 4.006756 0.599739 0.0 0.0 0.0
H 3.609537 3.637455 3.038996 0.0 0.0 0.0
H 2.901916 1.371576 3.815884 0.0 0.0 0.0
H 3.908738 -0.830598 3.806139 0.0 0.0 0.0
H 3.309708 -3.155810 4.465841 0.0 0.0 0.0
H 1.575994 -4.359540 3.152989 0.0 0.0 0.0
H -0.421326 -4.806764 2.518278 0.0 0.0 0.0
H -1.914166 -5.986054 0.914392 0.0 0.0 0.0
H -1.955893 -5.229494 -1.454823 0.0 0.0 0.0
H -0.157235 -3.995564 -3.083495 0.0 0.0 0.0
H -1.593636 -2.986463 -2.940734 -0.1 0.0 0.0
H 0.012646 -2.283780 -2.674737 0.0 0.0 0.0
B -3.769794 -0.876210 0.925905 0.0 -0.1 0.1
N -2.667902 -0.465462 1.970260 0.0 0.0 -0.1
C -3.037826 -0.105127 3.198769 0.1 0.1 0.1
C -1.926026 -0.085688 4.029585 -0.1 0.0 -0.1
C -0.883979 -0.460140 3.203204 0.0 0.1 0.1
N -1.339407 -0.705270 1.961127 0.2 0.0 -0.1
N -3.304102 -0.894283 -0.565834 -0.1 0.0 -0.1
C -4.212785 -1.027260 -1.537250 0.0 0.1 -0.1
C -3.620730 -0.736394 -2.756742 -0.1 0.0 0.1
C -2.307172 -0.432894 -2.428294 0.2 -0.1 -0.2
N -2.120139 -0.548664 -1.109334 0.2 0.0 0.4
H -4.186501 -1.972773 1.203083 0.1 -0.1 0.0
H -4.615592 -0.028047 1.039736 -0.1 0.0 0.0
H -4.075916 0.090508 3.405780 0.0 0.0 0.0
H -1.886001 0.168184 5.072975 0.0 0.0 0.0
H 0.164693 -0.530746 3.440881 0.0 0.0 0.0
H -5.232462 -1.268925 -1.288290 0.0 0.0 0.0
H -4.077762 -0.729489 -3.729632 0.0 0.0 0.0
H -1.490883 -0.155024 -3.077901 0.0 0.0 0.1
C -2.308675 3.012364 -0.702779 0.1 0.1 0.1
Si -0.513649 2.859356 -0.188010 -0.1 -0.1 0.0
C 0.472890 4.384888 -0.646956 0.0 -0.1 0.1
C -0.445958 2.596960 1.666884 0.0 0.0 0.0
N 0.260053 1.435550 -0.875299 0.1 -0.2 -0.1
C 0.531661 1.218964 -2.231259 -0.1 -0.1 0.0
C 0.049962 2.070414 -3.232663 0.0 0.0 0.0
C 0.289753 1.802038 -4.570227 0.0 0.0 -0.1
C 1.007948 0.680000 -4.959294 0.0 0.0 0.0
C 1.507034 -0.164644 -3.977867 0.0 0.1 0.0
C 1.281984 0.108702 -2.638063 0.1 -0.1 -0.1
H -2.808090 3.739058 -0.056659 0.0 0.0 0.0
H -2.835222 2.061457 -0.595944 0.0 0.0 0.0
H -2.435889 3.350102 -1.731147 0.0 0.0 0.0
H -0.034804 5.276014 -0.272679 0.0 0.0 0.0
H 0.608422 4.512132 -1.720161 0.0 0.0 0.0
H 1.460903 4.348200 -0.183745 0.0 0.0 0.0
H -0.466732 3.573808 2.155646 0.0 0.0 0.0
H 0.475485 2.106595 1.993052 0.0 0.0 0.0
H -1.298885 2.027207 2.046666 0.0 0.0 0.0
H -0.556465 2.924608 -2.971364 0.0 0.1 0.0
H -0.114113 2.470106 -5.319795 0.0 0.0 0.0
H 1.184364 0.473823 -6.005370 0.0 0.0 0.0
H 2.093055 -1.032766 -4.251867 0.0 0.0 0.0
H 1.751810 -0.531540 -1.891842 -0.1 0.0 0.1

=====

no.,Kohn-Sham gap (eV)
1,1.2
2,6.8